w | {
  "formula": "CH3BrClN",
  "method": "ωB97M-V with the def2-TZVPD basis set",
  "elements": ["C", "N", "Cl", "Br", "H", "H", "H"],
  "coordinates": [[-0.4872, -0.7763, 0.3609], [0.3770, -0.0565, -0.3780], [-0.7356, -2.4708, -0.0407], [-3.1351, 0.3898, 0.0337], [-0.7044, -0.4166, 1.4473], [0.5317, -0.0976, -1.4537], [0.6564, 0.8847, 0.0513]],
  "nbo_charge": [0.16, -0.75, 0.09, -0.66, 0.29, 0.45, 0.43],
  "multiplicity": 1,
  "e_homo_ev": -8.4
}

=====

x | {
  "formula": "CH3BrClN",
  "method": "ωB97M-V with the def2-TZVPD basis set",
  "elements": ["C", "N", "Cl", "Br", "H", "H", "H"],
  "coordinates": [[0.9474, -0.1744, -0.0697], [-1.0543, 0.3418, 0.4765], [-1.1708, 1.7608, -0.3324], [-2.1082, -1.1832, 0.0033], [1.1400, 0.8458, -0.2425], [1.1546, -0.5355, 0.8803], [1.0913, -1.0554, -0.7155]],
  "nbo_charge": [-0.30, -0.62, 0.16, 0.15, 0.20, 0.19, 0.21],
  "multiplicity": 1,
  "e_homo_ev": [-8.9, -8.9]
}

=====

In terms of stability, w leads; the second structure lies 0.1215 hartree higher.

=====

w | {
  "formula": "C3H8N3O",
  "method": "ωB97M-V with the def2-TZVPD basis set",
  "elements": ["C", "C", "C", "N", "N", "N", "O", "H", "H", "H", "H", "H", "H", "H", "H"],
  "coordinates": [[-0.4713, -0.7464, -0.6470], [2.0438, -0.8090, 0.5091], [-1.0946, 0.1355, 0.0587], [2.0536, 0.4467, 0.5439], [1.7727, 1.5016, 0.2190], [-0.8312, 1.5796, -0.2143], [-2.0793, -0.1315, 0.9164], [0.3139, -0.5613, -1.3632], [-0.8386, -1.7108, -0.4669], [1.9447, -1.3844, 1.3948], [2.4249, -1.1713, -0.5507], [-1.3917, 2.2312, 0.3036], [-0.9604, 1.6464, -1.2358], [0.3430, 1.8032, 0.0646], [-2.2544, -1.0838, 0.9013]],
  "nbo_charge": [-0.52, -0.30, 0.45, 0.09, -0.12, -0.78, -0.64, 0.23, 0.23, 0.26, 0.27, 0.45, 0.45, 0.44, 0.51],
  "multiplicity": 1,
  "total_charge": 1,
  "e_homo_ev": -13.1
}

=====

x | {
  "formula": "C3H8N3O",
  "method": "ωB97M-V with the def2-TZVPD basis set",
  "elements": ["C", "C", "O", "N", "N", "C", "N", "H", "H", "H", "H", "H", "H", "H", "H"],
  "coordinates": [[2.1764, 0.7320, 0.3198], [1.2950, 0.3979, -0.7684], [1.3803, 0.2318, -1.9334], [-0.4280, -0.0132, -0.3166], [-1.0872, -0.4750, -1.4681], [-0.8805, -0.1290, 0.8923], [-2.1564, -0.3441, 1.1724], [3.1205, 1.0107, -0.0545], [2.2848, -0.2861, 0.7343], [1.6751, 1.1708, 1.1455], [-1.0217, 0.1333, -2.2999], [-1.0138, -1.3763, -1.7550], [-0.2208, 0.2184, 1.7257], [-2.3495, -0.5433, 2.0821], [-2.7742, -0.7279, 0.5239]],
  "nbo_charge": [-0.75, 0.78, -0.43, -0.29, -0.66, 0.36, -0.70, 0.30, 0.28, 0.26, 0.41, 0.39, 0.23, 0.41, 0.43],
  "smiles": "CC(=O)/[N+](N)=C/N",
  "multiplicity": 1,
  "total_charge": 1,
  "e_homo_ev": -14.1
}

=====

y | {
  "formula": "C3H8N3O",
  "method": "ωB97M-V with the def2-TZVPD basis set",
  "elements": ["C", "C", "O", "N", "C", "N", "N", "H", "H", "H", "H", "H", "H", "H", "H"],
  "coordinates": [[2.4195, 0.4781, -0.4147], [1.1975, -0.1514, 0.1679], [1.2020, -1.4987, 0.1240], [0.3285, 0.6555, 0.5711], [-1.0363, 0.4555, 0.9492], [-1.6488, -0.4296, 0.1239], [-2.5802, -0.2830, -0.6588], [2.5547, 1.5243, -0.8430], [2.5632, -0.2483, -1.2932], [3.3592, 0.4202, 0.2717], [0.3277, -1.9239, 0.0809], [-1.2234, 0.0596, 1.9865], [-1.4270, 1.5357, 0.8402], [-2.9047, -1.1141, -1.0622], [-3.1319, 0.5201, -0.8434]],
  "nbo_charge": [-0.71, 0.62, -0.66, -0.48, -0.17, 0.06, -0.29, 0.27, 0.25, 0.27, 0.50, 0.29, 0.21, 0.42, 0.40],
  "smiles": "C/C(O)=N/CN=[NH2+]",
  "multiplicity": 1,
  "total_charge": 1,
  "e_homo_ev": -14.1
}

=====

In terms of stability, x leads; the second structure lies 0.0776 hartree higher.